C41H47N7O6Ta as an isolated structure. Source: the Open Molecules 2025 dataset; level of theory: the ωB97M-V functional and the def2-TZVPD basis.

```
102
C41H47N7O6Ta (the ωB97M-V functional and the def2-TZVPD basis)
Ta -0.01978 0.21117 0.05990
O 1.65151 0.46814 -0.62653
C 2.48383 1.17739 -1.57974
C 1.55564 1.33271 -2.78211
C 0.29547 2.10706 -2.50977
C 0.03507 3.23417 -3.26422
C -1.18003 3.88425 -3.14935
C -2.11993 3.37755 -2.27570
C -1.80722 2.27376 -1.50752
C -2.77002 1.78335 -0.46750
C -2.23937 2.18963 0.91536
O -0.94923 1.51425 0.99036
C -3.07522 1.67632 2.07434
C -4.14053 0.80090 1.90503
C -4.87061 0.36183 3.00619
C -4.52523 0.77427 4.28261
C -3.45485 1.64590 4.45958
C -2.74105 2.09697 3.36224
C -2.04722 3.69469 0.97403
C -0.80183 4.28993 0.84928
C -0.68167 5.67535 0.85912
C -1.80913 6.46968 0.98717
C -3.06077 5.87575 1.10342
C -3.18079 4.49564 1.09958
N -0.61061 1.63975 -1.60348
C 3.68216 0.28382 -1.85687
C 3.95183 -0.25878 -3.10505
C 5.08602 -1.04484 -3.29522
C 5.94226 -1.30493 -2.24003
C 5.67052 -0.77355 -0.98230
C 4.55234 0.01907 -0.79766
C 2.92273 2.51582 -1.01467
C 3.79217 3.29138 -1.78121
C 4.23854 4.51497 -1.31392
C 3.83181 4.97986 -0.06750
C 2.97490 4.21311 0.70196
C 2.52555 2.98484 0.22543
H 1.26269 0.33251 -3.11723
H 2.09569 1.81388 -3.59476
H 0.78592 3.58450 -3.95821
H -1.39217 4.76612 -3.73927
H -3.08862 3.84299 -2.16061
H -2.84917 0.69192 -0.52799
H -3.75882 2.20643 -0.63221
H -4.44899 0.47829 0.91887
H -5.72148 -0.29097 2.85854
H -5.09824 0.43901 5.13692
H -3.20410 2.00179 5.45018
H -1.93598 2.81039 3.50080
H 0.08459 3.68464 0.72955
H 0.29630 6.12952 0.76316
H -1.71778 7.54727 1.00092
H -3.94490 6.49071 1.20498
H -4.16043 4.04406 1.21102
H 3.30792 -0.06579 -3.95262
H 5.30361 -1.43759 -4.27968
H 6.83098 -1.90184 -2.39534
H 6.34707 -0.95691 -0.15814
H 4.36925 0.47034 0.17183
H 4.13859 2.93023 -2.74311
H 4.91511 5.10493 -1.91734
H 4.19375 5.92975 0.30165
H 2.65596 4.56647 1.67453
H 1.86803 2.39587 0.85344
C -2.69362 -2.42626 3.25709
O -1.48927 -1.70765 3.66008
C -0.80838 -1.10161 2.74357
O -1.08825 -1.07092 1.53378
N 0.31288 -0.51045 3.19690
N 0.99472 0.30165 2.28023
H -3.24473 -2.58148 4.17655
H -2.39842 -3.37761 2.82150
H -3.26238 -1.82174 2.55857
H 0.50082 -0.44537 4.18798
H 1.98752 0.08090 2.31393
H 0.86163 1.27865 2.54201
N 1.12875 -2.11051 0.30242
C 0.22255 -3.05386 -0.40496
C 0.84112 -4.38179 -0.81271
C -0.20386 -5.36226 -1.34956
C 0.38383 -6.55922 -2.09339
N 1.18664 -6.23340 -3.27643
C 0.69362 -5.83989 -4.45038
N 1.51748 -5.44873 -5.42143
N -0.61858 -5.84213 -4.66658
C -0.25699 -2.22306 -1.57627
O -0.07542 -2.43502 -2.73169
O -0.84782 -1.07930 -1.10131
H 2.00476 -2.04449 -0.21666
H 1.34664 -2.49237 1.21794
H -0.63167 -3.20840 0.25807
H 1.31915 -4.81768 0.06927
H 1.62361 -4.19618 -1.55387
H -0.92409 -4.84144 -1.98522
H -0.76652 -5.77844 -0.51028
H -0.40870 -7.24951 -2.38981
H 1.03575 -7.13000 -1.43352
H 2.18721 -6.31636 -3.20541
H 2.51532 -5.48790 -5.30176
H 1.17686 -5.28070 -6.35361
H -1.25863 -6.22089 -3.99144
H -1.00017 -5.55095 -5.55111
```

Properties
Total charge: +3
ΔE to the lowest compared entry with this formula, charge and spin, kJ/mol: 0.0
LUMO level, Ha: -0.2722

Löwdin population analysis, charges in e, atoms 1 to 8: atom 1 (Ta): 1.94, atom 2 (O): -0.30, atom 3 (C): -0.38, atom 4 (C): -0.05, atom 5 (C): -0.19, atom 6 (C): 0.03, atom 7 (C): 0.02, atom 8 (C): 0.03